# 1
{"formula": "C4H7BrCuN", "method": "ωB97M-V with the def2-TZVPD basis set", "max_force_ev_per_a": 2.0, "e_homo_ev": -8.24, "gap_ev": 7.49, "e_lumo_ha": -0.0279, "species": ["Cu", "Br", "C", "C", "C", "C", "N", "H", "H", "H", "H", "H", "H", "H"], "positions_angstrom": [[-1.6088, -9.6489, 13.7726], [0.6729, -10.5601, 12.4624], [-5.7136, -12.8595, 11.3874], [-5.1561, -13.9267, 12.3581], [-3.7262, -13.6540, 12.8412], [-3.4616, -12.2384, 13.0705], [-3.2703, -11.1199, 13.2276], [-5.1716, -12.8459, 10.4398], [-5.7618, -11.8390, 11.7589], [-6.7145, -13.2283, 11.1575], [-5.2603, -14.9006, 11.8875], [-5.8104, -13.8749, 13.2307], [-3.0286, -13.9968, 12.0743], [-3.5316, -14.2211, 13.7510]], "lowdin_charge": [0.2525, -0.4230, -0.1087, -0.2402, -0.1589, -0.1682, 0.1548, 0.0784, 0.0674, 0.0721, 0.1100, 0.1078, 0.1317, 0.1241]}

=====

# 2
{"formula": "C31H25N4O2PTc", "method": "ωB97M-V with the def2-TZVPD basis set", "max_force_ev_per_a": 0.8, "multiplicity": 4, "e_homo_ev": [-13.08, -13.07], "charge": 2, "gap_ev": [6.51, 5.24], "e_lumo_ha": [-0.2413, -0.2879], "s2": 3.793, "species": ["Tc", "O", "C", "C", "C", "C", "C", "C", "C", "O", "N", "N", "C", "C", "C", "C", "C", "C", "N", "H", "H", "H", "H", "H", "H", "H", "H", "H", "H", "N", "P", "C", "C", "C", "C", "C", "C", "C", "C", "C", "C", "C", "C", "C", "C", "C", "C", "C", "C", "H", "H", "H", "H", "H", "H", "H", "H", "H", "H", "H", "H", "H", "H", "H"], "positions_angstrom": [[0.0463, 1.4603, 0.6785], [-4.2755, 1.1679, 4.0467], [-4.2023, 2.4437, 3.6532], [-5.2411, 3.2792, 4.0553], [-5.2331, 4.6106, 3.7143], [-4.1923, 5.1660, 2.9541], [-3.1776, 4.3581, 2.5314], [-3.1575, 2.9815, 2.8638], [-2.0840, 2.1801, 2.3699], [-1.2032, 2.7299, 1.5291], [-1.9492, 0.9070, 2.7388], [-0.8760, 0.3833, 2.1084], [-0.2568, -0.7100, 2.3399], [1.0232, -0.7180, 1.4836], [1.9781, -1.8314, 1.7134], [3.1595, -1.5877, 2.3393], [3.5312, -0.2777, 2.7076], [2.7178, 0.8242, 2.3300], [1.5743, 0.6427, 1.7583], [-3.4774, 0.6870, 3.7649], [-6.0369, 2.8470, 4.6467], [-6.0456, 5.2453, 4.0444], [-4.1933, 6.2188, 2.7102], [-2.3672, 4.7619, 1.9413], [-0.5608, -1.4525, 3.0700], [1.6838, -2.8302, 1.4103], [3.8366, -2.4051, 2.5506], [4.4620, -0.0929, 3.2239], [3.0444, 1.8464, 2.4841], [0.5869, -0.4022, 0.1046], [0.8083, -1.0653, -1.3599], [-0.2674, -2.4377, -1.6948], [-1.0329, -3.0002, -0.6756], [-1.8929, -4.0499, -0.9636], [-1.9951, -4.5214, -2.2648], [-1.2429, -3.9511, -3.2855], [-0.3769, -2.9082, -3.0068], [0.3493, 0.3880, -2.3127], [1.0269, 0.7496, -3.4676], [0.6969, 1.9375, -4.1170], [-0.2877, 2.7684, -3.6061], [-0.9789, 2.4108, -2.4528], [-0.6727, 1.2192, -1.8086], [2.5016, -1.5089, -1.6526], [2.8579, -2.8090, -2.0103], [4.1995, -3.1256, -2.1788], [5.1695, -2.1519, -1.9907], [4.8137, -0.8531, -1.6326], [3.4816, -0.5281, -1.4610], [-0.9721, -2.6129, 0.3356], [-2.4882, -4.4926, -0.1766], [-2.6724, -5.3350, -2.4888], [-1.3357, -4.3176, -4.2991], [0.2062, -2.4623, -3.8059], [1.8247, 0.1250, -3.8517], [1.2230, 2.2164, -5.0205], [-0.5315, 3.6924, -4.1135], [-1.7747, 3.0409, -2.0770], [-1.3261, 0.8657, -1.0028], [2.0985, -3.5677, -2.1495], [4.4856, -4.1307, -2.4593], [6.2139, -2.4020, -2.1264], [5.5786, -0.0994, -1.4986], [3.1983, 0.4835, -1.1903]], "lowdin_charge": [1.5211, 0.1015, -0.2423, 0.0123, -0.0262, -0.0594, -0.0146, -0.0921, -0.3448, -0.2104, 0.0958, -0.1359, 0.0162, -0.4818, 0.0270, -0.0309, 0.0255, -0.0635, -0.0520, 0.0757, 0.1327, 0.1219, 0.1143, 0.1152, 0.1542, 0.1320, 0.1299, 0.1242, 0.1401, -0.2651, 0.9680, -0.3085, -0.0661, -0.0459, -0.0338, -0.0408, -0.0753, -0.2826, -0.0478, -0.0199, -0.0293, -0.0470, -0.1721, -0.3096, -0.0536, -0.0395, -0.0339, -0.0486, -0.0873, 0.0920, 0.1193, 0.1231, 0.1222, 0.1198, 0.1206, 0.1270, 0.1262, 0.1247, 0.0961, 0.1089, 0.1218, 0.1226, 0.1187, 0.1100]}

=====

# 3
{"formula": "C5H14N2", "method": "ωB97M-V with the def2-TZVPD basis set", "max_force_ev_per_a": 1.1, "e_homo_ev": -8.95, "gap_ev": 9.93, "e_lumo_ha": 0.0357, "smiles": "[H]/N=C/NC.CCC", "species": ["C", "N", "C", "N", "H", "H", "H", "H", "H", "H", "C", "C", "C", "H", "H", "H", "H", "H", "H", "H", "H"], "positions_angstrom": [[2.6953, -0.3854, -2.0009], [1.3817, -0.9166, -1.6547], [1.2713, -1.8467, -0.6779], [0.3284, -2.7075, -0.6136], [2.5516, 0.4708, -2.6522], [3.2457, -0.0960, -1.1053], [3.3154, -1.1525, -2.4780], [0.7303, -0.9793, -2.4211], [2.0927, -1.8747, 0.0433], [0.3141, -3.1092, 0.3182], [-1.9393, 2.1089, 1.9994], [-2.1987, 0.9183, 1.0802], [-0.9301, 0.3323, 0.4958], [-1.3174, 1.7970, 2.8442], [-2.8570, 2.4879, 2.4512], [-1.4403, 2.9165, 1.4628], [-2.8622, 1.2408, 0.2735], [-2.7012, 0.1375, 1.6592], [-1.0892, -0.4670, -0.2229], [-0.3824, 1.1076, -0.0572], [-0.2087, 0.0173, 1.2558]], "lowdin_charge": [-0.0975, -0.0635, -0.3851, 0.0559, 0.0777, 0.0778, 0.0782, 0.1298, 0.1244, 0.0304, -0.1331, -0.3272, -0.1533, 0.0688, 0.0635, 0.0681, 0.0993, 0.0994, 0.0458, 0.0688, 0.0717]}

=====

# 4
{"formula": "C9H23ClI2NP2Rh", "method": "ωB97M-V with the def2-TZVPD basis set", "max_force_ev_per_a": 3.8, "multiplicity": 5, "e_homo_ev": [-14.48, -14.46], "charge": 2, "gap_ev": [8.34, 3.49], "e_lumo_ha": [-0.2254, -0.4031], "s2": 6.018, "species": ["I", "I", "Rh", "P", "C", "C", "H", "H", "H", "H", "H", "H", "C", "H", "H", "H", "P", "C", "C", "H", "H", "H", "C", "H", "H", "H", "H", "H", "H", "Cl", "C", "C", "C", "N", "H", "H", "H", "H", "H"], "positions_angstrom": [[3.4303, 2.9749, 1.9935], [1.3027, 4.3805, -0.0302], [-0.2485, -0.8130, -0.7206], [1.6897, -0.3977, -1.7982], [2.7031, 1.0292, -1.2025], [2.9577, -1.7893, -1.8012], [3.7556, -1.5928, -2.5019], [2.2399, 0.1812, -4.1522], [2.4905, -2.7771, -2.0554], [0.6285, -0.6040, -4.0588], [3.0655, 0.9248, -0.1653], [3.3866, -1.8932, -0.7966], [1.3260, 0.1105, -3.5682], [3.5686, 1.1055, -1.9249], [0.8400, 1.0942, -3.5454], [2.1263, 1.9882, -1.2150], [-2.1786, -1.6269, 0.3177], [-2.6861, -0.6539, 1.7659], [-3.6209, -1.4216, -0.8576], [-1.6919, -4.0776, 0.2045], [-3.0758, -3.6718, 1.3055], [-1.4021, -3.3925, 1.8330], [-2.0794, -3.3657, 1.0038], [-3.4319, -1.9003, -1.8172], [-4.5188, -1.9105, -0.3699], [-3.6633, -1.1103, 2.1678], [-2.8730, 0.4014, 1.4995], [-3.8231, -0.3858, -0.9803], [-1.9238, -0.6766, 2.5685], [-0.3632, -2.6632, -2.2042], [0.6947, 3.3582, 2.7949], [-0.1232, 2.0865, 2.6206], [-0.1604, 1.4873, 1.3054], [-0.1299, 0.6410, 0.5002], [1.5878, 3.2854, 2.0368], [0.8854, 3.8431, 3.7902], [0.3234, 4.0595, 1.8830], [0.1334, 1.3096, 3.3393], [-1.1418, 2.4630, 2.8354]], "lowdin_charge": [0.8970, 0.8701, 0.4410, 0.6676, -0.3293, -0.2380, 0.0456, 0.0494, 0.0353, 0.0356, -0.0264, 0.0470, -0.2422, 0.0768, 0.0427, -0.0651, 0.6930, -0.2999, -0.2302, 0.0582, 0.0492, 0.0336, -0.2272, 0.0324, 0.0781, 0.0911, 0.0400, 0.0258, 0.0441, -0.0452, -0.2534, -0.2011, -0.1634, -0.0404, -0.3827, 0.1402, -0.0482, 0.1471, 0.1517]}

=====

# 5
{"formula": "C18H20N2O5", "method": "ωB97M-V with the def2-TZVPD basis set", "max_force_ev_per_a": 8.2, "e_homo_ev": -8.31, "gap_ev": 8.19, "e_lumo_ha": -0.0044, "species": ["C", "C", "C", "C", "C", "C", "C", "C", "C", "C", "C", "C", "C", "C", "C", "C", "C", "C", "H", "H", "H", "H", "H", "H", "H", "H", "H", "H", "H", "H", "H", "H", "H", "H", "H", "H", "H", "H", "N", "N", "O", "O", "O", "O", "O"], "positions_angstrom": [[-2.1630, 1.2179, 0.3075], [-0.5363, 1.3246, 0.0379], [-2.7792, 0.2693, -0.8038], [-4.1402, -0.2394, -0.4657], [-5.4018, 0.3247, -0.7468], [-4.2364, -1.4639, 0.2646], [-6.6734, -0.0870, -0.5187], [-5.5660, -1.9054, 0.6636], [-6.8213, -1.3035, 0.2534], [1.7466, 0.7179, 0.5887], [2.1495, 2.1419, 0.8564], [2.5044, 0.1617, -0.6665], [3.9205, -0.4319, -0.4019], [4.9719, 0.1051, -0.8587], [4.0971, -1.6587, 0.3433], [6.2640, -0.3287, -0.5499], [5.2997, -2.2545, 0.4689], [6.4465, -1.5670, 0.0191], [-2.1283, 2.6854, -1.1874], [-2.4003, 3.2409, 0.4293], [-2.6411, 1.1440, 1.3948], [-2.6028, 0.7401, -1.8300], [-2.1154, -0.6720, -0.6502], [-5.3474, 1.3522, -1.1346], [-3.4459, -2.1299, 0.6873], [-7.5460, 0.3792, -0.8023], [-5.5442, -2.9221, 1.2687], [-7.6798, -2.4952, 1.2790], [0.1814, 0.3634, 1.9498], [2.3286, 0.2412, 1.3937], [1.9549, -0.5204, -1.2322], [2.9618, 0.9785, -1.2923], [4.9905, 0.9911, -1.4240], [3.1966, -2.1321, 0.6641], [7.0881, 0.1144, -1.3339], [5.3168, -3.2625, 0.8350], [8.3036, -2.3193, -0.8985], [3.9251, 3.1564, 0.7443], [-2.6249, 2.5257, -0.2212], [0.2645, 0.5523, 0.8237], [-0.0552, 1.8745, -0.9495], [-8.0718, -1.8495, 0.4740], [1.6861, 2.9166, 1.7592], [7.6009, -2.2983, 0.2187], [3.3217, 2.3221, 0.2428]], "lowdin_charge": [-0.2463, -0.4292, -0.1399, -0.2449, -0.0666, -0.0406, -0.0141, -0.0429, -0.3180, -0.1999, -0.4609, -0.0527, -0.2450, -0.1287, -0.0163, -0.0154, -0.0249, -0.3777, 0.1186, 0.0490, 0.1832, 0.1423, 0.1289, 0.1171, 0.1132, 0.0877, 0.1276, 0.1897, 0.2262, 0.1574, 0.1025, 0.1193, 0.1071, 0.1075, 0.1659, 0.1158, 0.3039, 0.2736, -0.0124, 0.0990, 0.0659, -0.0082, 0.0373, -0.0806, 0.0264]}

=====

# 6
{"formula": "C4H8NO2", "method": "ωB97M-V with the def2-TZVPD basis set", "max_force_ev_per_a": 2.1, "e_homo_ev": -3.78, "charge": -1, "gap_ev": 7.94, "e_lumo_ha": 0.1529, "smiles": "[H]/N=C(\\[O-])CCCO", "species": ["C", "O", "C", "C", "C", "N", "O", "H", "H", "H", "H", "H", "H", "H", "H"], "positions_angstrom": [[0.0521, 1.6895, -0.3634], [-0.8858, 1.1945, -1.2624], [1.0496, 0.6312, 0.1082], [0.5400, -0.6395, 0.8433], [-0.4188, -1.6733, 0.1713], [-1.6454, -1.2205, -0.0813], [0.0200, -2.8044, -0.0972], [0.5610, 2.4887, -0.9246], [-0.4212, 2.2211, 0.4851], [1.3554, 0.1618, -0.8441], [1.8688, 1.1190, 0.6381], [1.3726, -1.3083, 1.0770], [-0.0123, -0.3156, 1.7358], [-2.1135, -1.9025, -0.6770], [-1.3223, 0.3583, -0.8087]], "lowdin_charge": [-0.3551, -0.1508, -0.1958, -0.1529, -0.6985, 0.0024, -0.1058, 0.0975, 0.1002, 0.1127, 0.0923, 0.0884, 0.0947, 0.0149, 0.0557]}